2 unconnected molecules or ions with the total composition C5H12O, computed with ωB97M-V/def2-TZVPD.

Structure (XYZ):
```
18
Properties=species:S:1:pos:R:3
C -0.600 0.655 2.179
C -0.240 0.939 0.923
C -0.598 0.070 -0.253
C 0.374 0.074 -1.434
C -0.170 -0.721 -2.621
H -1.090 -0.284 2.437
H -0.401 1.312 3.018
H 0.218 1.908 0.720
H -1.574 0.424 -0.609
H -0.755 -0.965 0.083
H 0.567 1.110 -1.744
H 1.343 -0.336 -1.123
H -1.135 -0.321 -2.952
H 0.513 -0.692 -3.476
H -0.326 -1.773 -2.354
O 1.487 -0.291 2.702
H 1.239 0.084 1.827
H 1.148 -1.193 2.676
```

Results
HOMO-LUMO gap in Ha: 0.373
LUMO energy in eV: 1.01
Highest occupied orbital energy in eV: -9.1
SMILES string: C=CCCC.O
ΔE to the lowest compared entry with this formula, charge and spin in kJ/mol: 143.62